The following is a quantum chemistry calculation of 2 unconnected molecules or ions with the total composition CH7N2O, from the Open Molecules 2025 dataset.

Its energy relative to the best compared isomer or geometry (same formula, charge and spin) is 3.4 kcal/mol. The multiplicity is 1. The total charge is +1. The frontier orbital gap is 12.56 eV. Its HOMO energy is -15.99 eV.

Element x y z (Å)
N -0.2869 -0.1008 0.2928
C 0.9834 -0.4118 0.2561
N 1.6602 -1.2056 1.0398
H -0.8346 -0.4150 1.0992
H -0.6718 0.5497 -0.3770
H 1.4890 0.0386 -0.5922
H 2.6582 -1.2828 0.8594
H 1.4412 -1.4721 1.9880
H -2.0426 1.2040 -2.2639
H -2.4426 2.1508 -1.1619
O -1.8729 1.4046 -1.3341

Atomic forces in eV per Å
N 0.987 -1.075 1.886
C -0.935 0.725 -1.080
N 1.331 0.035 0.421
H -0.089 0.278 -0.674
H -0.627 0.365 -0.297
H 0.361 -0.314 0.066
H -0.330 0.000 -0.115
H -0.697 -0.082 -0.087
H 0.103 -0.111 0.086
H -0.213 0.443 0.307
O 0.108 -0.264 -0.512

Atom charges from the Mulliken analysis, given in e for atoms 1 to 8: -0.23, 0.26, -0.34, 0.23, 0.26, 0.31, 0.27, 0.26

=====

The following is a quantum chemistry calculation of a single CH7N2O2P molecule, from the Open Molecules 2025 dataset.

Its energy relative to the best compared isomer or geometry (same formula, charge and spin) is 13.1 kcal/mol. The multiplicity is 1. The frontier orbital gap is 10.21 eV. Its HOMO energy is -9.64 eV.

Element x y z (Å)
N -1.5285 -0.2419 -0.8272
C -1.0969 0.4252 0.3606
P 0.5571 -0.0961 1.0311
N 1.7307 0.5703 0.0697
O 0.8301 -0.0152 2.4573
O 0.4905 -2.0518 0.3642
H -1.5463 -1.2447 -0.6633
H -0.8826 -0.0863 -1.5950
H -1.0246 1.5039 0.1900
H -1.8085 0.2457 1.1696
H 1.7227 0.2827 -0.8987
H 2.6520 0.4879 0.4798
H 0.6279 -2.5382 1.1744

Atomic forces in eV per Å
N 0.004 -0.370 -0.538
C 0.679 0.072 0.556
P -0.548 -3.482 -1.992
N -0.337 -0.197 0.165
O 0.072 0.060 0.561
O -0.039 4.043 0.740
H 0.067 0.086 -0.070
H -0.167 0.009 0.019
H -0.037 -0.068 0.132
H 0.105 0.075 0.021
H 0.060 -0.013 -0.051
H 0.043 0.020 -0.048
H 0.099 -0.234 0.504

Atom charges from the Mulliken analysis, given in e for atoms 1 to 8: -0.61, -0.53, 0.92, -0.51, -0.60, -0.70, 0.31, 0.24

=====

The following is a quantum chemistry calculation of 2 unconnected molecules or ions with the total composition CH7N2S, from the Open Molecules 2025 dataset.

Its energy relative to the best compared isomer or geometry (same formula, charge and spin) is 29.2 kcal/mol. The multiplicity is 2. The frontier orbital gap (alpha / beta) is 10.41 / 6.60 eV. The expectation value of S² is 0.75. Its HOMO energy (alpha / beta) is -9.63 / -9.36 eV.

Element x y z (Å)
S -0.3525 2.3099 -0.3273
H -1.0590 2.3521 -1.3300
N -1.1180 -0.6480 0.2164
C 0.2622 -1.1213 0.2092
N 1.3620 -0.1391 0.4339
H -1.2122 0.3507 0.5838
H -1.4094 -0.4932 -0.7995
H 0.3638 -1.8914 1.0882
H 0.5544 -1.8499 -0.6771
H 1.5388 0.5708 -0.3712
H 1.0699 0.5595 0.9735

Atomic forces in eV per Å
S 2.298 0.399 3.240
H -2.390 0.051 -3.362
N -0.569 1.951 -2.345
C 1.893 -2.396 0.939
N 1.240 -1.601 -4.854
H 0.371 -1.885 -0.101
H 0.292 -0.483 1.659
H -0.189 1.602 -1.231
H -0.944 1.980 1.335
H -0.250 -2.440 0.520
H -1.751 2.824 4.199

Atom charges from the Mulliken analysis, given in e for atoms 1 to 8: -0.26, 0.13, -0.57, -0.14, -0.64, 0.19, 0.27, 0.22

=====

The following is a quantum chemistry calculation of 2 unconnected molecules or ions with the total composition CH7N2Si, from the Open Molecules 2025 dataset.

Its energy relative to the best compared isomer or geometry (same formula, charge and spin) is 60.5 kcal/mol. The multiplicity is 1. The total charge is +1. The frontier orbital gap is 9.57 eV. Its HOMO energy is -14.12 eV.

Element x y z (Å)
C 1.1042 0.0312 0.8517
N 0.6576 -0.5784 1.9238
N -0.6568 -0.4534 -0.8569
Si -1.2277 0.6233 -1.9493
H 1.0492 1.0415 0.7473
H 0.1332 -0.0285 2.5761
H 0.8643 -1.5695 1.9619
H 1.7474 -0.2543 0.0151
H -1.9679 0.4799 -3.2843
H -0.4656 1.9387 -1.6661
H -1.0032 -1.3519 -0.6867

Atomic forces in eV per Å
C -0.343 -1.847 0.035
N 1.892 0.468 -2.956
N 0.056 2.565 -0.623
Si 1.626 0.167 0.373
H -1.018 2.938 0.416
H -0.275 -0.326 0.598
H -0.510 0.045 0.784
H -0.200 -1.543 0.823
H 0.253 0.033 1.113
H -0.928 -0.847 -0.556
H -0.553 -1.654 -0.006

Atom charges from the Mulliken analysis, given in e for atoms 1 to 8: -0.20, -0.20, -0.42, 0.38, 0.33, 0.29, 0.30, 0.32

=====

The following is a quantum chemistry calculation of a gas-phase ion, CH7N2Si (charge +1), from the Open Molecules 2025 dataset.

Its energy relative to the best compared isomer or geometry (same formula, charge and spin) is 18.9 kcal/mol. The multiplicity is 1. The total charge is +1. The frontier orbital gap is 11.56 eV. Its HOMO energy is -15.23 eV.

Element x y z (Å)
N -2.2773 -0.0347 -0.0238
C -1.0049 0.2835 -0.2237
N 0.1188 -0.2719 0.1652
Si 1.9163 0.0703 -0.0283
H -2.9831 0.6434 -0.5129
H -2.6308 -0.7335 0.5992
H -0.8277 1.2059 -0.6373
H 0.1614 -1.3449 0.5667
H 2.4897 1.4897 -0.1410
H 2.2560 -0.6120 1.2136
H 1.8732 -0.8104 -1.1836

Atomic forces in eV per Å
N -0.868 2.343 -1.963
C 0.287 -1.592 1.967
N -0.660 -3.238 1.432
Si -0.262 0.305 -0.082
H 1.673 -2.021 1.559
H 0.010 -0.467 0.043
H -0.031 2.149 -1.433
H -0.903 3.476 -1.100
H -0.824 -0.992 -0.028
H 0.506 0.017 0.085
H 1.071 0.021 -0.481

Atom charges from the Mulliken analysis, given in e for atoms 1 to 8: -0.34, 0.24, -0.35, 0.28, 0.30, 0.24, 0.31, 0.34

=====

The following is a quantum chemistry calculation of a gas-phase ion, CH7N3OP (charge +1), from the Open Molecules 2025 dataset.

Its energy relative to the best compared isomer or geometry (same formula, charge and spin) is 12.0 kcal/mol. The multiplicity is 3. The total charge is +1. The frontier orbital gap (alpha / beta) is 7.32 / 7.26 eV. The expectation value of S² is 2.00. Its HOMO energy (alpha / beta) is -10.59 / -15.09 eV.

Element x y z (Å)
C 0.1259 -0.1485 0.6298
N 0.4349 -0.1671 1.9730
N 1.1223 -0.0693 -0.2702
N 0.8859 -0.1090 -1.6328
O -1.0807 -0.2696 0.2660
P -2.1345 0.9292 -0.6108
H 1.4244 -0.2368 2.2291
H -0.2190 -0.5731 2.6429
H 2.1753 -0.0423 0.0217
H 1.2457 -1.0277 -1.9471
H 1.3086 0.6308 -2.0872
H -1.5865 2.0580 0.2593
H -1.1796 1.0220 -1.6031

Atomic forces in eV per Å
C 1.082 -1.018 1.737
N 0.555 -0.031 -1.275
N 2.832 0.780 1.368
N -1.098 -3.063 0.797
O 0.758 -1.447 0.974
P 0.451 3.877 0.422
H -0.712 0.089 -0.059
H 0.105 0.328 -0.586
H -2.845 -0.073 -0.239
H -0.427 0.952 -0.326
H 1.166 1.748 -1.082
H -1.540 -1.425 -0.456
H -0.327 -0.718 -1.275

Atom charges from the Mulliken analysis, given in e for atoms 1 to 8: 0.57, -0.39, -0.04, -0.58, -0.32, 0.14, 0.23, 0.26

=====

The following is a quantum chemistry calculation of a gas-phase ion, CH7N4O (charge +1), from the Open Molecules 2025 dataset.

Its energy relative to the best compared isomer or geometry (same formula, charge and spin) is 11.6 kcal/mol. The multiplicity is 1. The total charge is +1. The frontier orbital gap is 11.14 eV. Its HOMO energy is -14.48 eV.

Element x y z (Å)
N 0.8668 -1.4276 1.1921
N 0.0745 -1.4773 0.0473
N -0.9130 -0.3522 -0.3896
C -0.3430 0.7741 -0.5211
N -1.0972 1.7728 -0.7566
O 0.9814 0.9272 -0.3692
H 1.3763 -0.5960 1.1858
H 0.3357 -1.6455 2.1380
H -0.5190 -2.3583 0.2762
H 0.7476 -1.7567 -0.6971
H -2.0062 1.5797 -0.9689
H -0.7664 2.7252 -0.8486
H 1.2624 1.8345 -0.2883

Atomic forces in eV per Å
N -1.423 -1.553 3.161
N -1.895 -1.445 -0.422
N 0.607 -4.278 1.071
C 2.888 -1.132 0.984
N 0.838 4.139 -0.419
O -0.077 -0.756 0.072
H 0.943 1.491 0.431
H 1.242 1.015 -2.848
H 0.662 2.042 -1.344
H -0.884 0.461 0.036
H -2.953 -0.319 -0.534
H -0.102 -0.340 -0.110
H 0.153 0.676 -0.078

Atom charges from the Mulliken analysis, given in e for atoms 1 to 8: -0.52, 0.02, -0.57, 0.79, -0.30, -0.51, 0.27, 0.30

=====

The following is a quantum chemistry calculation of a single CH7N5O molecule, from the Open Molecules 2025 dataset.

Its energy relative to the best compared isomer or geometry (same formula, charge and spin) is 63.9 kcal/mol. The multiplicity is 1. The frontier orbital gap (alpha / beta) is 9.17 / 8.54 eV. Its HOMO energy (alpha / beta) is -8.35 / -8.01 eV.

Element x y z (Å)
N 1.0315 -1.1929 1.9751
N 0.0869 -0.8727 1.1248
N 0.3989 0.5367 0.3683
O 1.5312 0.9743 0.5417
C -0.3378 0.7610 -0.8999
N -0.0391 -0.0823 -2.0449
N -1.7724 0.6388 -0.6513
H 1.9101 -0.6534 2.0848
H 0.7983 -1.8214 2.7351
H -0.2159 1.9002 -1.0144
H 0.9198 -0.2674 -2.3128
H -0.3359 -0.9869 -1.6634
H -1.9538 1.3095 0.0614
H -2.0219 -0.2436 -0.3046

Atomic forces in eV per Å
N 1.222 0.872 0.005
N -0.579 2.594 -2.173
N 0.157 -4.324 2.969
O 0.987 0.672 -0.056
C -1.434 1.695 -0.524
N -0.300 -0.688 1.179
N 1.224 1.209 -0.966
H -0.829 -0.106 -0.544
H -0.310 0.277 -0.312
H 0.517 -1.837 -0.460
H 0.339 0.805 0.401
H -0.124 -0.053 -0.701
H -0.607 0.420 0.621
H -0.261 -1.535 0.561

Atom charges from the Mulliken analysis, given in e for atoms 1 to 8: -0.29, -0.27, 0.54, -0.67, -0.08, -0.63, -0.64, 0.25

=====

The following is a quantum chemistry calculation of 3 unconnected molecules or ions with the total composition CH7NO2, from the Open Molecules 2025 dataset.

Its energy relative to the best compared isomer or geometry (same formula, charge and spin) is 0.0 kcal/mol. The multiplicity is 2. The total charge is -1. The frontier orbital gap (alpha / beta) is 3.64 / 10.10 eV. The expectation value of S² is 0.75. Its HOMO energy (alpha / beta) is 0.57 / -6.01 eV.

Element x y z (Å)
C -1.4556 0.5128 0.1452
N -1.5707 -0.6648 -0.3137
H -0.6653 0.7145 0.9651
H -1.9533 1.3912 -0.1641
H -2.3932 -0.7677 -0.9241
H 1.3809 -0.6482 0.3557
H -0.0457 -1.1724 -0.0814
O 0.8345 -1.4521 0.3469
H 2.5376 1.8337 0.0221
H 1.1943 1.8303 -0.8490
O 1.6245 1.2516 -0.0969

Atomic forces in eV per Å
C 2.343 0.037 2.050
N -1.564 -0.074 -0.195
H -1.070 -0.447 -1.553
H -1.132 0.821 -0.440
H 0.623 0.249 -0.183
H -0.273 -0.118 -0.246
H 1.637 -0.817 0.896
O -0.586 0.183 -0.386
H -2.536 -1.695 -0.240
H 0.627 -1.245 1.451
O 1.930 3.106 -1.154

Atom charges from the Mulliken analysis, given in e for atoms 1 to 8: -1.00, -0.52, 0.42, 0.50, 0.23, 0.33, 0.49, -1.06